# 1
# C16H4CuF5I2N2OS

A molecular structure, C16H4CuF5I2N2OS (ωB97M-V with the def2-TZVPD basis set, OMol25).

The geometry in XYZ format:
```
32
Properties=species:S:1:pos:R:3:forces:R:3
Cu 1.50468 -0.67127 -1.56825 -0.578 0.035 -0.555
I 1.17398 4.34593 -1.24235 0.014 -0.219 0.351
C 1.35858 2.88923 0.26895 -0.093 0.049 -0.902
C 1.59838 3.26353 1.58025 0.065 -0.113 0.594
C 1.72938 2.31013 2.56195 0.129 0.701 0.575
I 2.06248 2.95693 4.55645 -0.066 -0.077 -0.402
C 1.67098 0.94073 2.26115 -0.028 -0.157 -0.397
C 1.83048 -0.11987 3.17155 0.031 -0.231 -0.003
C 1.78658 -1.41697 2.73095 -0.033 0.209 0.241
C 1.58578 -1.67067 1.37035 -0.022 0.093 -0.143
N 1.43738 -0.69837 0.50595 0.459 -0.297 0.200
C 1.46588 0.58113 0.90525 -0.019 0.268 0.679
C 1.27098 1.55633 -0.13435 -0.048 0.680 0.212
O 1.05168 1.19293 -1.33945 -0.213 -0.108 -0.200
H 1.68468 4.31273 1.81755 -0.032 0.057 0.085
H 1.99958 0.10793 4.21425 -0.002 -0.042 0.059
H 1.91778 -2.23777 3.41885 -0.020 -0.074 0.045
H 1.53698 -2.67707 0.97985 0.079 -0.091 -0.057
N 3.95588 -2.17997 -2.46965 0.693 -0.357 -0.261
C 3.00778 -1.59177 -2.19415 -0.103 -0.279 0.121
F -5.57082 -0.20527 -1.15545 0.276 0.022 -0.099
C -4.30102 -0.52427 -1.46245 0.232 -0.117 -0.056
C -3.92842 -0.77817 -2.77825 -0.244 0.071 0.134
F -4.84632 -0.65607 -3.75235 0.083 -0.024 0.083
C -2.63362 -1.15707 -3.07845 0.192 0.067 0.416
F -2.33032 -1.38417 -4.36215 -0.140 0.020 0.141
C -1.64642 -1.31637 -2.08675 -0.844 0.306 0.082
S -0.11002 -1.95057 -2.53815 0.641 -0.344 -0.241
C -2.05202 -1.03197 -0.77335 0.096 -0.034 -0.389
F -1.18622 -1.15977 0.24605 -0.314 -0.009 -0.219
C -3.34182 -0.63737 -0.46595 -0.205 0.035 0.095
F -3.68302 -0.39267 0.81205 0.015 -0.042 -0.188
```
Positions in Å, forces in eV/Å.

Properties
- <S²> = 0.76
- Kohn-Sham gap (alpha / beta) (eV) = 7.284 / 6.496
- E_HOMO (alpha / beta) (eV) = -5.297 / -5.257
- largest force on an atom (eV/Å) = 0.92
- total charge = -1
- spin multiplicity = 2
- LUMO (alpha / beta) (eV) = 1.987 / 1.240
- energy (eV) = -106950.1389


# 2
# C38H34FGaN6O7S3

A molecular structure, C38H34FGaN6O7S3 (ωB97M-V with the def2-TZVPD basis set, OMol25).

The geometry in XYZ format:
```
90
Properties=species:S:1:pos:R:3:forces:R:3
Ga 0.13756 -0.14770 -0.20201 -0.121 0.811 -0.048
S 1.01394 -2.01133 0.69401 -0.217 -0.131 -0.258
C -0.53504 -2.76597 1.02709 0.023 -0.014 0.186
N -0.55302 -3.95263 1.53645 0.038 -0.022 -0.142
N -1.66111 -4.65684 1.75851 -0.233 0.006 0.167
C -2.97410 -4.61639 1.20495 0.280 0.035 0.059
C -4.02664 -4.92851 2.05032 -0.177 0.030 0.056
C -5.32688 -4.98341 1.55639 0.060 0.004 0.013
C -5.57395 -4.72370 0.21948 0.061 0.005 -0.013
C -4.50533 -4.43616 -0.62826 -0.065 0.010 0.005
C -3.21006 -4.39127 -0.14973 0.100 0.027 -0.033
N -1.75705 -2.10571 0.89517 0.083 -0.268 -0.030
N -1.76641 -0.96656 0.41404 -0.362 0.214 -0.145
C -3.08531 -0.37670 0.39154 0.236 0.030 -0.020
C -4.06053 -0.78166 1.29585 -0.011 -0.072 0.080
C -5.32147 -0.21374 1.24010 -0.009 0.020 -0.017
C -5.61417 0.75340 0.28475 0.044 -0.005 -0.002
C -4.63458 1.14873 -0.61508 -0.015 -0.008 0.015
C -3.36476 0.58987 -0.56180 0.044 0.028 -0.070
H -1.47942 -5.42891 2.37536 0.042 -0.079 -0.108
H -3.83182 -5.11168 3.10132 -0.003 0.017 -0.027
H -6.14350 -5.21856 2.22766 0.012 -0.002 -0.008
H -6.58501 -4.75100 -0.16540 0.011 -0.004 -0.003
H -4.68242 -4.25114 -1.68067 -0.002 0.001 0.020
H -2.38905 -4.17620 -0.82229 0.012 0.055 0.038
H -3.82357 -1.54127 2.02863 -0.014 0.005 -0.014
H -6.08015 -0.53006 1.94491 0.014 0.011 -0.008
H -6.60026 1.19902 0.24535 0.014 -0.017 -0.001
H -4.85253 1.89950 -1.36518 0.009 -0.018 0.011
H -2.60211 0.90488 -1.26028 -0.063 0.008 0.048
C 2.02640 7.01392 -1.90829 0.005 -0.001 0.032
C 1.38407 6.10925 -2.95328 -0.021 -0.048 0.051
C 0.30704 6.79889 -3.77500 -0.047 -0.016 0.009
C -0.85494 7.23017 -2.88947 -0.028 -0.063 0.040
C -1.31487 6.09600 -2.00255 0.021 0.055 -0.049
C -2.56527 6.11408 -1.42629 -0.002 0.049 -0.045
C -2.99392 5.04604 -0.64402 -0.085 0.033 -0.008
F -4.22719 5.11110 -0.10555 0.034 0.017 -0.011
C -2.22435 3.94090 -0.43617 -0.008 -0.099 0.076
C -0.94937 3.89911 -1.01108 0.014 -0.089 0.084
C -0.12863 2.70459 -0.83711 0.033 0.050 -0.098
O -0.61423 1.74141 -0.18484 -0.128 -0.250 -0.010
C 1.17714 2.74119 -1.37731 0.001 0.068 -0.016
C 1.56691 3.85152 -2.07432 -0.014 0.088 -0.053
N 0.79889 4.92047 -2.30058 -0.114 0.031 0.048
C -0.48850 4.97797 -1.76747 0.229 0.080 -0.155
C 2.22716 1.67447 -1.17697 0.014 -0.028 0.013
O 3.35643 1.89248 -1.57868 -0.058 0.003 0.016
O 1.85918 0.61947 -0.53407 0.150 -0.031 0.103
H 2.42868 7.91089 -2.38198 -0.006 -0.020 0.009
H 2.84371 6.49490 -1.40585 -0.017 0.012 -0.007
H 1.30279 7.31749 -1.14951 0.018 -0.002 -0.023
H 2.15645 5.73040 -3.62096 0.013 -0.028 -0.037
H -0.05022 6.10586 -4.54029 0.014 0.002 0.004
H 0.74484 7.65722 -4.28473 -0.012 0.008 -0.011
H -1.69143 7.55855 -3.50748 -0.005 0.019 0.019
H -0.56821 8.08845 -2.27565 0.011 -0.016 0.007
H -3.23294 6.95206 -1.59048 0.011 -0.033 0.014
H -2.58205 3.10079 0.14424 0.005 0.028 -0.016
H 2.57627 3.87574 -2.46804 0.002 0.003 0.002
O -1.36399 1.62527 -2.97901 0.041 0.126 0.121
C -1.00962 0.46999 -3.14416 0.249 -0.347 0.338
N -0.40405 -0.35002 -2.21123 -0.117 -0.112 -0.384
S -0.10185 -1.86757 -2.84068 0.025 0.187 0.317
O -0.92806 -2.83396 -2.16304 0.059 0.001 -0.016
O 1.30602 -2.10553 -2.93612 -0.104 -0.053 -0.026
C -0.77822 -1.53097 -4.42575 -0.025 -0.072 -0.123
C -0.88834 -2.37154 -5.51582 0.010 -0.016 -0.012
C -1.48896 -1.85062 -6.65402 -0.014 0.037 -0.023
C -1.95731 -0.53599 -6.68375 0.031 -0.027 0.032
C -1.83111 0.28889 -5.57406 -0.033 -0.006 -0.105
C -1.22976 -0.23478 -4.44507 0.013 0.005 0.067
H -0.52375 -3.38986 -5.48320 -0.007 0.023 0.003
H -1.59474 -2.47565 -7.53142 -0.010 0.017 0.002
H -2.42452 -0.15804 -7.58407 0.008 -0.014 0.004
H -2.18900 1.31033 -5.57162 0.011 -0.019 -0.001
O -0.00434 0.57052 2.04807 0.029 -0.087 0.332
S -0.38887 1.87768 2.69310 -0.123 -0.129 -0.403
C 0.15002 1.76388 4.40748 0.052 -0.077 0.104
C 0.69496 3.13875 4.75528 0.048 -0.001 -0.031
C 1.60762 3.53028 3.58686 -0.053 -0.009 -0.016
C 0.91558 3.08991 2.28946 0.069 0.015 0.015
H 0.92328 0.99173 4.40252 0.001 0.031 0.048
H -0.68993 1.43832 5.01830 0.020 0.000 0.010
H 1.23392 3.11694 5.70181 -0.008 0.016 0.019
H -0.12281 3.85616 4.86263 -0.005 -0.010 -0.020
H 2.56565 3.01907 3.68344 -0.014 -0.028 0.000
H 1.80856 4.60056 3.57966 0.030 0.008 -0.002
H 1.57464 2.55966 1.60043 -0.003 0.024 -0.012
H 0.43565 3.91151 1.75804 0.004 0.016 0.022
```
Positions in Å, forces in eV/Å.

Properties
- Kohn-Sham gap (eV) = 6.533
- E_HOMO (eV) = -6.975
- largest force on an atom (eV/Å) = 0.82
- LUMO (eV) = -0.442
- energy (eV) = -150832.6012


# 3
# C12H46O11

11 unconnected molecules or ions with the total composition C12H46O11 at a distorted geometry (ωB97M-V with the def2-TZVPD basis set, OMol25).

The geometry in XYZ format:
```
69
Properties=species:S:1:pos:R:3:forces:R:3
C 2.07061 5.35975 -0.32135 -0.035 1.134 -0.361
C 2.71223 6.76826 -0.28833 0.644 0.947 0.379
O 2.82359 7.23060 1.05330 -0.329 -0.870 1.549
H 2.76541 4.56476 -0.05050 -0.018 0.226 0.285
H 1.68759 5.11514 -1.31209 0.191 0.183 -0.192
H 1.18573 5.36829 0.31506 0.200 -0.107 0.270
H 2.19427 7.60720 -0.75310 -0.752 -0.716 -0.899
H 3.72693 6.83906 -0.68007 0.071 -0.737 -0.558
H 3.28268 8.06870 1.14514 0.023 -0.069 -0.472
C 1.06866 -0.34169 -0.30630 0.622 0.433 -0.870
C -0.16333 0.26317 -0.96714 1.809 0.464 1.717
O -1.21435 -0.58264 -0.78503 -2.409 -0.878 -0.445
H 1.24820 -1.35347 -0.66985 -0.178 -0.214 0.064
H 1.03186 -0.33899 0.78307 0.017 0.051 -0.128
H 1.90478 0.22871 -0.71088 0.435 0.089 0.567
H 0.11535 0.59914 -1.96592 -0.537 -0.328 -0.482
H -0.41794 1.14114 -0.37348 -0.030 0.384 -0.292
H -1.00345 -1.49850 -0.98083 0.231 -0.049 -0.107
C -1.46807 -4.04888 5.03584 -1.313 0.347 0.260
C -1.33986 -2.53063 4.90756 0.892 -0.731 0.079
O -0.35561 -2.19590 5.89688 -0.199 0.152 0.051
H -2.09869 -4.51945 4.28154 0.520 0.166 -0.708
H -2.10358 -4.25978 5.89593 0.577 -0.038 0.615
H -0.48014 -4.50010 5.12807 -0.229 -0.067 -0.071
H -2.27618 -1.99657 5.06936 -0.093 -0.093 0.047
H -0.94737 -2.28432 3.92097 -0.080 0.198 -0.165
H -0.38608 -1.26020 6.10933 -0.079 0.099 -0.112
C 0.33058 3.00151 5.54581 -0.326 1.097 0.322
C -0.96999 2.52313 4.97105 1.387 -1.392 -2.163
O -1.87379 2.29210 5.95009 -1.544 -0.099 2.819
H 1.13947 3.08661 4.82018 -0.299 0.112 -0.247
H 0.70972 2.35713 6.33899 -0.336 0.064 0.142
H 0.04342 3.98799 5.90982 0.860 0.196 0.534
H -0.70400 1.57268 4.50847 -0.306 -0.285 -0.759
H -1.39203 3.19765 4.22608 0.350 0.197 -0.280
H -2.72044 1.94448 5.66034 0.222 0.080 -0.385
C 5.72234 -2.01467 1.73468 0.623 -0.957 0.543
C 7.25108 -2.40496 1.76527 -2.068 2.215 -0.376
O 7.46923 -3.77152 1.58869 -0.005 -0.262 0.286
H 5.45438 -1.05371 2.17381 0.759 0.432 -0.349
H 5.15013 -2.65735 2.40374 -0.043 -0.606 -0.393
H 5.37190 -2.05683 0.70343 -0.279 -0.144 0.202
H 7.67096 -1.98092 2.67742 0.291 -0.318 0.164
H 7.62709 -1.84363 0.90992 0.641 0.074 -0.002
H 8.41798 -3.86867 1.69842 0.074 -0.432 -0.079
C -6.50354 -1.25020 -6.16318 0.227 0.360 0.048
C -5.67230 -2.23503 -5.38688 -0.836 -0.490 -0.151
O -4.71777 -1.55779 -4.60133 0.077 0.124 0.255
H -5.81253 -0.80595 -6.87960 -0.602 0.342 -0.351
H -6.93777 -0.48991 -5.51395 0.442 0.204 0.211
H -7.40122 -1.69802 -6.58947 0.390 -0.299 -0.516
H -5.15735 -2.92874 -6.05149 -0.071 -0.038 -0.237
H -6.38628 -2.82434 -4.81150 0.256 -0.245 0.626
H -3.96294 -2.14446 -4.51399 0.171 0.143 0.155
O -0.38853 -2.67320 -5.14343 -0.251 -0.153 0.125
H -0.07780 -2.93749 -6.00937 0.043 -0.051 -0.229
H 0.32855 -2.15417 -4.77925 0.186 0.230 0.127
O 3.32380 -0.51203 -4.23471 -0.280 -0.028 0.005
H 3.80897 -1.33601 -4.19078 0.118 -0.232 0.031
H 4.00088 0.16286 -4.28296 0.127 0.223 -0.025
O -4.45412 1.67838 -2.20610 -0.060 0.305 -0.159
H -4.05076 1.55203 -1.34728 0.156 -0.051 0.212
H -4.54556 0.79400 -2.56074 -0.030 -0.337 -0.162
O -3.05978 2.18567 -5.73047 0.181 0.102 -0.285
H -2.87605 2.31977 -4.80069 -0.011 0.026 0.317
H -3.88767 1.70543 -5.74468 -0.202 -0.158 0.033
O -1.19465 -4.48713 -0.45071 0.052 0.280 -0.018
H -1.01669 -5.16571 0.20051 0.078 -0.123 0.216
H -1.62011 -4.95177 -1.17135 -0.111 -0.080 -0.228
```
Positions in Å, forces in eV/Å.

Properties
- SMILES string = CCO.CCO.CCO.CCO.CCO.CCO.O.O.O.O.O
- Kohn-Sham gap (eV) = 10.243
- E_HOMO (eV) = -10.025
- largest force on an atom (eV/Å) = 3.22
- LUMO (eV) = 0.218
- energy (eV) = -35709.1760


# 4
# C25H37F5N2O23S2

A molecular structure, C25H37F5N2O23S2 at a distorted geometry (ωB97M-V with the def2-TZVPD basis set, OMol25).

The geometry in XYZ format:
```
94
Properties=species:S:1:pos:R:3:forces:R:3
C 0.06345 -0.41349 0.35698 -0.003 -0.188 -0.148
N 0.49338 0.83122 -0.40603 1.458 -1.778 5.333
O 0.13906 0.98709 -1.49565 -4.203 -8.869 0.668
O 1.27687 1.61824 0.14769 -0.717 -2.211 -2.437
H -0.93565 -0.72485 0.05211 1.086 0.769 0.537
H 0.15406 -0.33871 1.44063 0.016 0.587 -1.089
H 0.72509 -1.22765 0.06121 -0.574 1.765 -0.336
C 2.78907 1.15941 -2.11618 0.900 -1.086 0.063
N 3.09569 -0.25165 -1.94610 3.769 1.916 -0.825
O 2.60127 -0.73864 -0.91900 3.380 3.204 -3.573
O 3.79425 -0.78786 -2.83663 -0.635 0.194 3.948
H 1.87669 1.09817 -2.70940 1.963 1.007 0.361
H 3.60434 1.63961 -2.65734 -0.268 -0.561 0.485
H 2.51949 1.47603 -1.10862 0.999 0.411 -0.682
C -4.48825 -0.18062 1.40187 -0.049 1.433 0.868
C -3.32291 -1.16168 1.32330 -0.797 -0.882 -1.204
C -2.26175 -0.83119 2.33440 -0.142 0.173 1.746
S -2.20918 0.98936 2.29828 -0.806 0.940 -0.771
O -1.12587 1.42375 1.40205 -3.787 -0.182 1.799
O -2.27163 1.51881 3.68712 -5.762 -2.216 -5.624
C -3.79289 1.19328 1.35423 0.284 -0.226 -0.224
H -5.13483 -0.15818 2.27910 0.283 -0.887 0.361
H -5.17396 -0.34533 0.57074 0.165 0.253 -0.237
H -2.90884 -1.05978 0.32017 -0.133 -0.030 0.890
H -3.74435 -2.16011 1.20658 0.472 -0.418 1.062
H -1.25179 -1.24093 2.34845 -0.206 -0.128 -0.887
H -2.55147 -1.06792 3.35818 -0.561 0.094 0.070
H -3.46253 1.25506 0.31734 -0.059 1.008 0.691
H -4.28912 2.10628 1.68329 -0.125 -0.322 0.187
C 0.93986 2.20015 2.36943 0.589 2.634 2.770
C 0.47504 1.16536 3.39833 0.476 0.156 1.407
C -0.25994 1.82988 4.55969 3.238 1.963 2.290
S 0.31470 3.61848 4.64967 -0.529 -0.020 0.663
O 1.05200 3.95025 5.91203 -1.339 -0.708 -2.551
O -0.86170 4.46434 4.27630 2.295 -1.316 0.430
C 1.47075 3.45935 3.18936 -0.824 -1.418 -0.080
H 0.06706 2.55469 1.82114 1.098 0.205 0.338
H 1.67955 1.83061 1.65922 -0.110 0.599 2.162
H 1.28947 0.61931 3.87440 0.337 -0.053 -0.423
H -0.17763 0.42428 2.93688 0.653 -0.010 0.579
H -0.05047 1.41681 5.54639 0.552 -0.104 -0.035
H -1.34314 1.81097 4.43968 2.611 1.244 1.604
H 2.47329 3.16332 3.49820 0.024 0.796 0.505
H 1.38487 4.38679 2.62316 0.331 -0.061 0.128
C -3.86295 -1.04580 -2.73538 -0.835 -1.148 0.984
C -2.70922 -1.96104 -2.44238 -2.314 0.716 -2.950
O -1.98738 -1.28237 -1.48273 -0.941 0.888 1.195
C -2.51366 -0.09307 -1.26600 3.631 5.686 0.427
O -2.02245 0.85377 -0.61093 -2.222 -3.971 -2.849
O -3.43582 0.15816 -2.09760 -3.966 0.434 -2.125
F -1.98058 -1.99359 -3.56619 -1.940 -1.263 -2.380
H -4.69279 -1.52121 -2.21245 -0.555 0.704 0.210
H -4.14424 -0.98060 -3.78644 0.512 0.532 0.157
H -2.88388 -2.99070 -2.13030 -0.974 1.141 -1.490
C 2.46640 -0.91241 1.52209 0.901 -0.837 -1.295
C 3.52513 -2.05276 1.48883 -0.969 2.216 1.874
O 2.70461 -3.13019 1.85959 1.875 -1.424 -0.114
C 1.57510 -2.77418 2.46403 -1.281 -0.354 2.244
O 0.81490 -3.59317 2.96731 1.417 2.373 -1.362
O 1.45715 -1.42188 2.42006 0.435 -1.070 0.455
F 4.36796 -1.80259 2.52999 0.769 -0.365 0.489
H 2.07131 -0.87736 0.50682 0.299 0.146 2.402
H 2.82050 0.10546 1.68534 0.047 -0.394 1.020
H 4.16932 -2.21778 0.62518 -0.718 -0.225 -0.129
C -0.03057 -1.63357 -2.80184 2.768 0.570 1.221
C 1.42527 -1.62530 -3.01575 1.005 -0.932 1.313
O 1.72128 -0.44700 -3.59705 -1.959 2.124 -2.579
C 0.56779 0.20532 -3.98738 1.380 1.716 -2.063
O 0.56307 1.30124 -4.54973 -0.259 -3.529 1.635
O -0.41339 -0.57168 -3.63366 -2.320 1.190 -1.518
F 1.85204 -2.51442 -3.88495 0.286 -3.240 -2.292
H -0.29010 -1.24349 -1.81768 1.176 -0.864 -0.635
H -0.45413 -2.62361 -2.97077 0.742 0.479 -0.242
H 2.05733 -1.77121 -2.13979 -1.517 -0.567 -1.222
C 0.65904 2.80510 -2.03328 1.243 4.310 -2.122
C 1.96841 3.56230 -2.03567 -0.267 0.190 0.320
O 1.53278 4.84956 -2.16377 1.712 1.141 0.584
C 0.31276 4.90403 -2.62776 -3.508 3.714 -2.598
O -0.17803 6.00339 -2.94617 0.883 -3.921 1.005
O -0.23896 3.65340 -2.77111 1.097 1.654 0.951
F 2.78662 3.25312 -3.09379 -0.168 1.349 -0.747
H 0.43901 2.74381 -0.96747 -0.889 1.526 -0.685
H 0.64009 1.77127 -2.37816 1.101 4.922 -2.389
H 2.56821 3.51965 -1.12654 -0.050 -0.197 -0.088
C 0.86886 -4.52247 -1.28945 1.557 1.730 0.595
C 1.09754 -3.38255 -0.22317 1.227 -3.100 -1.309
O -0.17317 -2.77196 -0.18987 0.364 -0.348 0.774
C -1.06824 -3.54396 -0.75747 -4.142 -1.792 -0.534
O -2.29201 -3.32021 -0.85564 5.329 -4.278 4.841
O -0.51542 -4.65583 -1.27157 -1.402 -0.375 0.351
F 2.17347 -2.57782 -0.57093 -2.716 -4.229 0.680
H 1.48121 -5.36404 -0.96556 -0.696 -0.405 -0.319
H 1.09031 -4.19309 -2.30461 0.789 -0.069 0.113
H 1.44837 -3.77920 0.72955 -1.283 -0.232 -0.624
```
Positions in Å, forces in eV/Å.

Properties
- Kohn-Sham gap (eV) = 7.927
- E_HOMO (eV) = -9.053
- largest force on an atom (eV/Å) = 9.84
- LUMO (eV) = -1.126
- energy (eV) = -111825.9779


Let's list relative energy (zero: lowest compared OMol25 entry of this formula, charge and spin) in order: 44.3, 90.8, 410.7, 1683.0 kJ/mol.